Here is a 13-piece molecular cluster, C38H108N6O13 overall in a non-equilibrium geometry from the Open Molecules 2025 dataset. Energies are from ωB97M-V with the def2-TZVPD basis set.

As for the charge: 0. Its HOMO energy is -0.3335 Ha. The value obtained for the HOMO-LUMO gap is 9.37 eV. The value obtained for the energy relative to the best compared isomer or geometry (same formula, charge and spin) is 663.09 kJ/mol. The maximum force is 3.0 eV/A. Its energy is -76704.9563 eV.

Last column: Mulliken charge in e.
Cartesian coordinates (Å):
1 C 4.20281 11.27119 0.20251  -1.419
2 C 3.40382 11.05755 -1.03531  0.501
3 C 2.33276 9.89069 -1.01512  -0.752
4 O 1.68863 9.65369 -2.30706  -0.331
5 C 1.17263 8.35663 -2.33049  -0.711
6 N 2.65615 12.23132 -1.39967  -0.782
7 H 3.52051 11.57317 0.99710  0.303
8 H 4.90616 12.08680 0.03460  0.346
9 H 4.79218 10.40361 0.49925  0.350
10 H 4.11898 10.96407 -1.85257  0.286
11 H 1.62594 10.00004 -0.19259  0.353
12 H 2.82739 8.98332 -0.66855  0.403
13 H 1.89484 7.54156 -2.37715  0.277
14 H 0.55902 8.25421 -3.22553  0.256
15 H 0.58928 8.26269 -1.41453  0.316
16 H 2.24178 12.03719 -2.30006  0.330
17 H 1.82470 12.30731 -0.83132  0.274
18 C 10.49411 9.01466 -3.03591  -1.349
19 C 10.35453 7.69048 -3.76778  0.537
20 C 8.98900 7.04010 -3.78676  -0.695
21 O 8.65553 6.78323 -2.43495  -0.306
22 C 9.27104 5.67353 -1.75714  -0.757
23 N 10.67858 8.13082 -5.16783  -0.788
24 H 10.37770 8.91125 -1.95710  0.323
25 H 9.76324 9.75860 -3.35289  0.320
26 H 11.45958 9.46792 -3.26071  0.389
27 H 11.10411 6.96100 -3.46106  0.252
28 H 8.97390 6.09322 -4.32647  0.353
29 H 8.32170 7.77310 -4.24010  0.329
30 H 9.00635 5.56225 -0.70565  0.275
31 H 10.35560 5.78189 -1.76657  0.292
32 H 9.14049 4.69966 -2.22899  0.313
33 H 10.08871 8.86456 -5.53361  0.280
34 H 10.41509 7.37688 -5.78610  0.231
35 C 2.01645 -0.32847 -2.37468  -1.267
36 C 1.33125 -0.29009 -0.99826  0.266
37 C -0.20326 -0.32660 -1.11858  -0.717
38 O -0.74439 -0.14587 0.17914  -0.366
39 C -2.15382 0.06071 0.16805  -0.680
40 N 1.73711 -1.39087 -0.10845  -0.695
41 H 3.00725 0.12308 -2.32445  0.323
42 H 1.67229 0.25622 -3.22778  0.356
43 H 2.09144 -1.37156 -2.68201  0.300
44 H 1.56946 0.62950 -0.46374  0.301
45 H -0.52116 -1.25817 -1.58679  0.364
46 H -0.47603 0.60843 -1.60789  0.420
47 H -2.24769 1.07043 -0.23165  0.272
48 H -2.63325 0.10316 1.14602  0.261
49 H -2.57352 -0.66623 -0.52730  0.282
50 H 0.92437 -1.48529 0.48369  0.317
51 H 1.70636 -2.18276 -0.73461  0.266
52 C -7.80669 -8.49225 0.35625  -1.404
53 C -6.94404 -7.30769 -0.01746  0.492
54 C -5.39853 -7.42245 0.15383  -0.615
55 O -5.11378 -7.48939 1.56259  -0.305
56 C -3.80602 -7.19161 2.03313  -0.788
57 N -7.37554 -6.86269 -1.28175  -0.702
58 H -7.77724 -8.72493 1.42072  0.318
59 H -7.50094 -9.34337 -0.25220  0.302
60 H -8.86387 -8.37894 0.11618  0.379
61 H -7.26136 -6.59112 0.74011  0.242
62 H -4.82471 -6.59388 -0.26126  0.365
63 H -5.10707 -8.24910 -0.49409  0.303
64 H -3.57456 -7.51407 3.04829  0.256
65 H -3.58163 -6.12706 1.96618  0.313
66 H -3.05349 -7.60698 1.36285  0.318
67 H -6.94692 -7.36980 -2.04280  0.247
68 H -6.98075 -5.94696 -1.44200  0.278
69 C -6.84106 -3.45127 7.48416  -1.300
70 C -8.24097 -4.03975 7.72463  0.479
71 C -9.32446 -2.97100 7.32799  -0.714
72 O -9.19754 -1.60776 7.95135  -0.341
73 C -9.13576 -1.60195 9.41218  -0.688
74 N -8.31713 -5.32136 6.97708  -0.668
75 H -6.43691 -3.51832 6.47407  0.422
76 H -6.03804 -3.97050 8.00729  0.338
77 H -6.85052 -2.38060 7.68830  0.309
78 H -8.26510 -4.29723 8.78351  0.216
79 H -10.34930 -3.28407 7.52747  0.350
80 H -9.31159 -2.77476 6.25588  0.273
81 H -8.34197 -2.27858 9.72867  0.245
82 H -9.97861 -1.94886 10.00997  0.308
83 H -8.88319 -0.61062 9.78845  0.270
84 H -7.79180 -5.18753 6.12490  0.267
85 H -9.25921 -5.59470 6.73651  0.236
86 C 5.90690 -7.42495 0.28116  -1.152
87 C 5.00953 -8.72026 0.41032  0.180
88 C 4.50315 -9.11226 -0.99051  -0.648
89 O 3.40080 -8.29335 -1.45534  -0.293
90 C 2.97555 -8.46855 -2.82193  -0.757
91 N 5.73333 -9.83846 1.01846  -0.689
92 H 6.04663 -6.84140 1.19113  0.302
93 H 5.49816 -6.69425 -0.41677  0.311
94 H 6.89438 -7.80044 0.01284  0.315
95 H 4.04436 -8.57112 0.89438  0.343
96 H 4.25703 -10.16856 -0.88211  0.325
97 H 5.33284 -9.09466 -1.69719  0.327
98 H 3.64342 -8.10276 -3.60184  0.296
99 H 2.03148 -7.93873 -2.94892  0.266
100 H 2.66112 -9.47733 -3.08948  0.314
101 H 6.49112 -10.00269 0.37125  0.275
102 H 5.21380 -10.70453 1.02862  0.284
103 C 1.06178 1.71913 -10.54002  -1.050
104 C 2.10016 2.79600 -10.91220  -0.135
105 O 2.01994 3.02423 -12.33401  -0.526
106 H 0.01639 2.00515 -10.65600  0.284
107 H 1.22525 1.36759 -9.52130  0.335
108 H 1.17356 0.79538 -11.10772  0.297
109 H 3.06588 2.32650 -10.72502  0.231
110 H 2.06194 3.70644 -10.31408  0.268
111 H 2.85476 3.35319 -12.67527  0.296
112 C 2.57524 -4.81149 7.80367  -0.885
113 C 2.97005 -6.00592 8.72988  -0.304
114 O 2.60528 -5.79453 10.08118  -0.513
115 H 2.73286 -5.17504 6.78825  0.301
116 H 3.20452 -3.96144 8.06733  0.245
117 H 1.54480 -4.53147 8.02253  0.298
118 H 4.04625 -6.17641 8.70104  0.298
119 H 2.38403 -6.82361 8.31026  0.258
120 H 1.64714 -5.84555 10.11207  0.301
121 C -5.81827 4.83907 7.11737  -1.110
122 C -5.81535 6.36865 7.28873  -0.107
123 O -4.90786 6.56903 8.30868  -0.503
124 H -6.33880 4.56510 6.19972  0.327
125 H -6.25282 4.36341 7.99658  0.289
126 H -4.89489 4.26945 7.01250  0.318
127 H -6.79421 6.82534 7.43488  0.307
128 H -5.36114 6.72595 6.36453  0.188
129 H -5.07940 7.41623 8.72633  0.292
130 C 6.21021 1.59808 5.90021  -1.042
131 C 5.44488 1.10437 4.65145  -0.196
132 O 6.33284 0.24019 3.94118  -0.519
133 H 6.47982 0.67732 6.41753  0.269
134 H 5.50684 2.15837 6.51620  0.338
135 H 7.02965 2.30618 5.77696  0.299
136 H 5.17597 1.99859 4.08916  0.258
137 H 4.51742 0.57092 4.85964  0.293
138 H 5.78237 -0.11873 3.24135  0.300
139 C -7.66504 -0.54681 -6.26494  -0.837
140 C -6.14010 -0.59659 -6.20852  -0.273
141 O -5.79271 -1.73083 -5.41938  -0.502
142 H -8.10492 0.18613 -6.94126  0.327
143 H -8.09422 -0.27994 -5.29919  0.242
144 H -7.98711 -1.57095 -6.45339  0.249
145 H -5.66055 0.23665 -5.69486  0.227
146 H -5.67594 -0.55274 -7.19378  0.271
147 H -5.66367 -2.48433 -6.00005  0.295
148 C -9.47486 4.77505 -0.89934  -0.862
149 C -9.14311 4.85054 0.55265  -0.292
150 O -7.84982 5.43745 0.73763  -0.526
151 H -10.42834 4.25135 -0.96797  0.308
152 H -8.68094 4.32705 -1.49691  0.270
153 H -9.37106 5.80337 -1.24558  0.250
154 H -9.13400 3.86359 1.01520  0.281
155 H -9.93476 5.35434 1.10726  0.267
156 H -7.94327 6.39208 0.77695  0.303
157 C 6.20932 -4.26673 -7.13830  -0.975
158 C 5.10543 -3.70893 -7.98349  -0.241
159 O 5.31191 -4.05500 -9.34299  -0.509
160 H 6.19127 -5.35099 -7.02815  0.312
161 H 6.21305 -3.78238 -6.16183  0.318
162 H 7.18523 -4.01491 -7.55338  0.288
163 H 5.12015 -2.62582 -8.10497  0.260
164 H 4.14059 -3.90459 -7.51562  0.249
165 H 5.28758 -5.01085 -9.42879  0.299

Here is a 12-piece molecular cluster, C38H114N11O2 overall in a non-equilibrium geometry from the Open Molecules 2025 dataset. Energies are from ωB97M-V with the def2-TZVPD basis set.

As for the charge: +3. Its HOMO energy is -0.5079 Ha. The value obtained for the HOMO-LUMO gap is 6.72 eV. The value obtained for the energy relative to the best compared isomer or geometry (same formula, charge and spin) is 0.00 kJ/mol. The maximum force is 2.4 eV/A. Its energy is -61717.5630 eV.

Last column: Mulliken charge in e.
Cartesian coordinates (Å):
1 N 3.89336 -1.86058 0.69273  0.181
2 H 3.47165 -1.17404 0.05159  0.152
3 H 3.27895 -2.65447 0.82779  0.500
4 H 3.95064 -1.43814 1.63383  -0.087
5 H 4.82501 -2.16043 0.43304  0.487
6 N 4.37709 2.19421 -1.58199  0.140
7 H 4.47004 2.24714 -2.58924  0.469
8 H 5.27930 1.96732 -1.18072  0.448
9 H 3.65539 1.50335 -1.36253  -0.175
10 H 4.10777 3.11731 -1.19611  0.029
11 N -0.33874 0.68124 -4.14554  0.223
12 H 0.46900 1.29439 -4.17487  0.490
13 H -1.13762 1.23824 -3.80444  0.012
14 H -0.12579 -0.08476 -3.49478  -0.159
15 H -0.40003 0.36162 -5.10541  0.485
16 N 2.28411 -1.84965 -2.98883  -0.037
17 H 2.69457 -1.23646 -2.27755  0.131
18 H 2.62479 -2.80225 -3.00069  0.378
19 H 2.31947 -1.40437 -3.89887  0.410
20 H 1.27710 -1.76620 -2.78343  -0.112
21 N -1.14167 -3.66074 -0.91887  1.398
22 H -1.06290 -2.82867 -1.50614  -0.364
23 H -1.33954 -3.41529 0.05555  -0.228
24 H -0.27140 -4.17680 -0.94945  0.566
25 H -1.86278 -4.26038 -1.34299  -0.170
26 O -0.17504 -1.25474 -2.11313  -1.502
27 C 0.18848 -0.56742 -0.92557  0.889
28 C 1.38719 0.48419 -0.88158  0.493
29 O 2.71675 -0.03567 -0.89218  -0.824
30 H 0.27985 -1.33724 -0.15278  0.037
31 H -0.71143 -0.00795 -0.65084  -0.509
32 H 1.22817 1.01265 0.06266  -0.277
33 H 1.27841 1.27073 -1.63532  0.048
34 C 3.04417 3.83095 1.56751  -1.117
35 C 4.05606 4.64964 0.72176  -0.776
36 N 3.84919 4.74657 -0.71903  0.477
37 C 4.87082 5.55707 -1.37890  -0.778
38 C 6.28952 5.23327 -0.96821  -1.225
39 C 2.50269 5.29769 -1.00025  -0.176
40 C 2.08153 5.26266 -2.48417  -1.364
41 H 3.34803 3.68799 2.60490  0.602
42 H 2.78165 2.85275 1.16260  -0.186
43 H 2.14636 4.43278 1.71798  0.562
44 H 4.25167 5.62136 1.17924  0.510
45 H 4.96824 4.05789 0.82582  0.382
46 H 4.80226 5.43762 -2.46094  0.446
47 H 4.64098 6.61073 -1.20129  0.455
48 H 6.52500 5.73603 -0.03186  0.304
49 H 6.47505 4.16006 -0.91053  0.250
50 H 6.89655 5.60868 -1.79174  0.396
51 H 2.43977 6.35283 -0.72563  0.386
52 H 1.75406 4.67957 -0.50529  -0.166
53 H 2.83072 5.79941 -3.06429  0.435
54 H 1.06118 5.61668 -2.61774  0.430
55 H 2.10594 4.21207 -2.78424  0.165
56 C -3.37600 4.36745 1.45715  -1.315
57 C -3.63433 2.96320 2.01880  0.055
58 N -2.62000 2.61927 3.00978  0.367
59 C -3.06521 1.59429 3.96654  0.093
60 C -4.01273 2.23985 4.97011  -1.695
61 C -1.35073 2.22487 2.37171  1.922
62 C -0.18718 2.53265 3.27412  -1.154
63 H -2.58001 4.34959 0.71033  0.095
64 H -3.20574 5.07151 2.26928  0.349
65 H -4.20854 4.68407 0.82642  0.450
66 H -4.59933 3.06080 2.51724  0.486
67 H -3.77349 2.24582 1.20440  -0.172
68 H -3.62491 0.80711 3.45180  -0.017
69 H -2.29044 1.12412 4.57089  0.371
70 H -3.55686 3.16979 5.30968  0.378
71 H -5.05930 2.44676 4.74417  0.359
72 H -4.14815 1.55889 5.81276  0.448
73 H -1.16063 2.78859 1.45654  -1.000
74 H -1.32640 1.18671 2.02316  -0.704
75 H 0.74527 2.28654 2.76351  -0.010
76 H -0.20116 1.93793 4.19013  0.349
77 H -0.21259 3.53987 3.68972  0.397
78 C -1.48819 -5.58619 2.70458  -1.377
79 C -2.72809 -4.77840 2.22290  -0.594
80 N -2.34561 -3.47638 1.70565  0.769
81 C -3.60121 -2.81789 1.39536  -1.478
82 C -3.46434 -1.51742 0.58152  0.394
83 C -1.46426 -2.68010 2.57754  0.341
84 C -2.04155 -2.35008 3.88881  -1.550
85 H -0.76804 -5.75884 1.90259  0.239
86 H -1.77653 -6.58484 3.03302  0.445
87 H -0.99639 -5.10359 3.54806  0.273
88 H -3.32754 -5.30440 1.48069  0.506
89 H -3.31799 -4.67796 3.13762  0.396
90 H -4.13911 -3.48725 0.72027  0.562
91 H -4.29412 -2.70771 2.23207  0.411
92 H -4.43664 -1.25367 0.16571  0.775
93 H -3.03600 -0.71629 1.18400  -0.586
94 H -2.86242 -1.67055 -0.31552  -0.327
95 H -1.38063 -1.75310 2.00753  -0.759
96 H -0.51449 -3.20415 2.68172  0.525
97 H -1.41715 -1.61477 4.40066  0.435
98 H -2.15084 -3.15149 4.61970  0.301
99 H -2.99739 -1.83590 3.78296  0.280
100 C 5.48342 0.81183 1.86486  -0.914
101 C 4.31635 0.68598 2.84986  0.404
102 N 4.05851 -0.72841 3.23263  0.072
103 C 2.77132 -0.84739 3.89923  -1.213
104 C 1.63711 -0.75335 2.85124  0.351
105 C 5.15642 -1.24482 4.09455  -0.744
106 C 5.23417 -0.60368 5.50652  -1.200
107 H 5.38995 1.83833 1.50260  -0.077
108 H 5.54112 0.18995 0.97143  0.187
109 H 6.44491 0.77012 2.37560  0.462
110 H 4.53275 1.29168 3.73136  0.558
111 H 3.37955 1.07301 2.45118  -0.763
112 H 2.64125 -0.12092 4.70299  0.450
113 H 2.61516 -1.84993 4.29905  0.496
114 H 1.69589 -1.66620 2.25762  0.025
115 H 1.60828 0.12429 2.20665  -0.380
116 H 0.71560 -0.75277 3.43462  -0.001
117 H 4.99054 -2.31999 4.17435  0.442
118 H 6.07406 -1.14632 3.51420  0.478
119 H 4.36680 -0.89960 6.09527  0.314
120 H 6.10350 -0.98089 6.04569  0.434
121 H 5.37602 0.47656 5.50642  0.302
122 C -0.48169 -4.80316 -4.14550  -0.951
123 C -2.00694 -4.95565 -4.01936  -0.597
124 N -2.41649 -5.38942 -2.64905  0.375
125 C -3.86372 -5.19924 -2.47213  -0.782
126 C -4.32555 -3.75180 -2.48763  -1.447
127 C -2.07534 -6.81251 -2.41497  -0.765
128 C -2.32455 -7.30020 -0.99483  -1.159
129 H -0.22047 -3.97431 -3.48306  -0.089
130 H -0.21640 -4.47603 -5.15020  0.470
131 H 0.04692 -5.69546 -3.81489  0.353
132 H -2.48853 -3.99720 -4.20636  0.317
133 H -2.33216 -5.70463 -4.74478  0.349
134 H -4.36504 -5.75421 -3.26938  0.418
135 H -4.24906 -5.58016 -1.52677  0.373
136 H -3.65315 -3.13526 -1.88967  0.338
137 H -4.38631 -3.37921 -3.51002  0.436
138 H -5.31713 -3.66382 -2.04438  0.551
139 H -1.05163 -7.00512 -2.73513  0.405
140 H -2.67358 -7.37622 -3.13631  0.401
141 H -2.07519 -8.34447 -0.80469  0.486
142 H -3.36436 -7.25951 -0.67105  0.305
143 H -1.71753 -6.74930 -0.27363  0.145
144 C -2.36238 3.02773 -5.55984  -1.299
145 C -2.64703 3.42479 -4.12633  -0.480
146 N -2.44640 2.24844 -3.23876  0.159
147 C -2.31289 2.72498 -1.83829  0.563
148 C -1.03961 3.60848 -1.61754  -1.579
149 C -3.69896 1.43440 -3.28999  -1.090
150 C -3.71030 0.26715 -2.29713  -0.287
151 H -3.02122 2.21373 -5.85972  0.313
152 H -1.32832 2.72224 -5.72702  0.257
153 H -2.51200 3.92366 -6.16225  0.457
154 H -2.00941 4.26991 -3.86579  0.351
155 H -3.64670 3.86229 -4.08630  0.375
156 H -3.19284 3.17615 -1.37715  0.661
157 H -2.09402 1.81453 -1.27873  -0.816
158 H -0.70733 3.52586 -0.58355  -0.156
159 H -0.27379 3.30418 -2.33226  0.643
160 H -1.26152 4.65704 -1.81718  0.530
161 H -3.79271 1.02834 -4.29800  0.474
162 H -4.57809 2.06802 -3.15826  0.420
163 H -2.72529 -0.19580 -2.37526  -0.158
164 H -4.53107 -0.40479 -2.54529  0.501
165 H -3.89750 0.64889 -1.29427  -0.017